Entry 1:
Here is a structure of composition C47H41CaCl2NO6S2 in a non-equilibrium geometry from the Open Molecules 2025 dataset. Energies are from ωB97M-V with the def2-TZVPD basis set.

Structure (XYZ):
```
100
Properties=species:S:1:pos:R:3:forces:R:3
Ca 0.521 -0.228 0.581 0.370 0.363 -0.915
Cl 5.107 -0.251 -3.698 -0.091 0.002 0.126
Cl 5.227 -2.580 -1.939 -0.097 0.155 0.003
S -2.197 -1.110 3.273 0.486 -0.098 0.279
S -5.333 4.961 -5.138 -0.127 0.042 0.036
O -7.767 4.597 -5.897 0.034 -0.010 -0.009
O 0.285 1.344 2.064 -0.080 0.246 0.209
O -2.883 -1.051 4.609 -0.125 0.054 -0.171
O 2.775 -0.381 -0.757 -0.203 0.006 0.154
O 4.904 0.375 -0.694 0.025 -0.145 -0.131
O -0.290 -2.219 0.720 -0.137 -0.249 -0.029
N 2.140 -1.061 2.280 -0.038 0.022 0.060
C 1.168 3.358 3.024 0.034 -0.067 0.211
C 0.879 3.191 -0.027 -0.057 -0.067 0.001
C 0.799 -2.682 -1.776 -0.052 0.009 0.050
C -2.582 -5.549 -0.041 -0.035 -0.027 0.002
C -2.652 2.221 -2.622 0.093 -0.081 -0.093
C -3.369 3.083 -4.777 -0.026 0.009 -0.053
C -3.569 3.094 -2.014 0.034 -0.022 0.029
C -7.010 2.677 -4.716 -0.035 0.038 -0.011
C 1.961 -4.616 -0.982 -0.002 -0.005 0.026
C -1.833 1.347 -1.858 -0.139 0.031 -0.001
C 4.245 -1.146 -2.405 0.238 -0.197 -0.251
C 2.509 3.693 -1.719 -0.045 0.017 -0.049
C 1.284 -2.930 -3.055 0.006 -0.003 0.024
C 1.193 3.722 -1.263 0.045 -0.006 -0.023
C -0.369 -5.644 1.613 -0.041 -0.028 0.018
C -3.057 -2.352 2.323 -0.183 -0.103 -0.071
C 3.963 -0.275 -1.153 -0.131 0.224 0.271
C -0.520 -4.566 0.754 0.014 -0.073 0.185
C -2.769 0.297 2.335 -0.239 0.173 -0.036
C 2.087 4.399 3.120 0.039 0.001 -0.031
C -2.422 -6.627 0.828 -0.032 0.011 -0.034
C 4.374 -0.281 2.157 0.002 0.137 0.018
C -4.291 3.928 -4.158 0.188 -0.179 0.026
C 1.481 -3.384 1.823 0.243 -0.044 0.087
C 2.526 -2.276 1.871 -0.207 0.019 -0.029
C 0.645 5.589 4.635 0.009 0.015 0.007
C 1.866 2.619 0.778 -0.008 0.004 0.358
C 1.122 -3.533 -0.723 0.000 -0.074 -0.026
C 1.420 2.096 2.170 0.036 -0.102 -0.225
C 4.784 -1.526 1.720 0.101 0.003 -0.062
C 0.443 -3.364 0.660 0.065 0.318 -0.117
C 1.832 5.504 3.917 0.001 0.031 0.005
C 3.029 -0.058 2.409 -0.305 -0.084 0.010
C 3.492 3.119 -0.934 0.002 -0.057 0.061
C -1.646 -4.533 -0.072 0.044 -0.012 0.008
C 2.459 -4.856 -2.252 -0.008 0.002 -0.006
C -0.277 4.557 4.545 -0.015 -0.040 -0.019
C 2.112 -4.015 -3.301 0.024 0.001 -0.016
C -0.015 3.450 3.746 0.010 0.024 0.012
C 2.533 1.289 2.931 0.229 -0.139 0.086
C -1.115 0.619 -1.177 -0.013 0.037 0.008
C 3.858 -2.540 1.572 -0.051 -0.047 -0.020
C 3.169 2.588 0.313 0.060 0.067 -0.092
C -1.315 -6.668 1.654 0.048 0.017 0.025
C -2.565 2.248 -4.026 -0.022 0.010 0.070
C -4.365 3.934 -2.767 -0.109 0.099 0.020
C -6.862 4.058 -5.303 -0.003 0.064 -0.047
H 1.015 -2.254 -3.858 0.002 -0.009 -0.021
H -5.062 4.601 -2.272 -0.007 0.003 -0.024
H -2.711 -2.313 1.293 0.050 0.053 -0.017
H 0.483 -5.692 2.279 0.007 -0.023 0.009
H -3.637 3.097 -0.934 0.000 0.007 0.002
H -7.699 2.751 -3.874 0.012 -0.018 0.017
H 0.894 -3.307 2.741 -0.030 -0.030 -0.018
H -7.479 2.057 -5.479 -0.006 -0.030 0.028
H 5.820 -1.690 1.453 0.007 -0.004 0.010
H 2.499 -4.196 -4.297 0.000 0.003 -0.003
H 5.082 0.531 2.251 0.022 -0.011 -0.015
H -1.209 4.609 5.097 0.000 0.016 0.011
H -3.448 -5.499 -0.690 -0.005 -0.013 0.001
H -1.851 1.591 -4.504 -0.005 0.009 -0.029
H -2.404 1.183 2.849 0.010 0.008 -0.002
H -3.160 -7.420 0.859 -0.006 -0.003 0.001
H 3.004 4.354 2.541 0.007 -0.009 -0.001
H 3.335 -1.529 -2.847 -0.007 -0.021 0.067
H -4.128 -2.162 2.422 0.011 -0.039 -0.041
H 0.406 4.132 -1.885 0.001 0.011 -0.010
H 0.441 6.456 5.253 -0.002 0.002 0.004
H 2.557 6.308 3.969 0.002 0.007 0.007
H 2.083 1.087 3.907 -0.003 0.052 0.002
H 2.753 4.087 -2.699 0.007 0.002 0.000
H -0.714 2.630 3.653 -0.009 -0.017 -0.003
H 2.207 -5.301 -0.177 0.009 -0.008 -0.005
H -2.803 -3.326 2.738 -0.001 0.003 0.034
H -3.293 3.079 -5.858 -0.006 0.012 0.000
H 4.147 -3.517 1.207 0.017 -0.005 -0.003
H -1.181 -7.494 2.344 -0.001 -0.006 0.002
H -6.081 2.232 -4.375 0.044 0.007 -0.017
H -0.147 3.178 0.320 0.005 -0.011 0.015
H 4.509 3.023 -1.293 -0.008 0.016 -0.022
H 2.031 -4.329 1.850 -0.026 -0.001 -0.013
H 3.951 2.100 0.875 -0.004 0.002 0.014
H 3.412 1.918 3.100 -0.026 0.004 0.018
H -3.861 0.270 2.316 0.022 0.067 0.030
H -1.774 -3.679 -0.726 0.007 0.012 -0.007
H 0.148 -1.824 -1.622 0.025 -0.205 0.075
H -2.371 0.304 1.319 0.060 -0.125 -0.009
H 3.120 -5.697 -2.424 0.003 -0.003 -0.006
```
Forces are in eV/Å.

HOMO: -0.125 Eh
Frontier orbital gap: 0.263 Eh
Net charge: -2
ΔE to the lowest compared entry with this formula, charge and spin: 8.9 kJ/mol

Atom charges from the Löwdin analysis, given in e for atoms 1 to 99: 1.28, 0.53, 0.56, 0.81, 1.01, -0.04, -0.37, -0.59, -0.07, -0.04, -0.38, 0.09, -0.14, -0.04, -0.03, -0.09, -0.27, -0.12, -0.03, -0.04, -0.04, -0.21, -0.95, -0.10, -0.10, -0.08, -0.04, -0.27, -0.79, -0.13, -0.26, -0.03, -0.12, -0.04, -0.60, -0.06, -0.25, -0.13, -0.16, -0.13, -0.54, -0.07, -0.53, -0.11, -0.25, -0.08, -0.03, -0.12, -0.10, -0.12, -0.01, -0.04, -0.07, -0.03, -0.05, -0.11, -0.04, -0.11, -0.75, 0.11, 0.10, 0.04, 0.10, 0.11, 0.09, 0.13, 0.08, 0.11, 0.09, 0.11, 0.09, 0.09, 0.11, 0.03, 0.09, 0.11, 0.02, 0.05, 0.09, 0.08, 0.09, 0.13, 0.09, 0.10, 0.11, 0.05, 0.10, 0.10, 0.09, 0.06, 0.12, 0.10, 0.10, 0.09, 0.11, 0.05, 0.12, 0.08, 0.03

---

Entry 2:
Here is the ion C3H9N2 with charge +1 in a non-equilibrium geometry from the Open Molecules 2025 dataset. Energies are from ωB97M-V with the def2-TZVPD basis set.

Structure (XYZ):
```
14
Properties=species:S:1:pos:R:3:forces:R:3
N -1.447 -0.717 -0.927 4.296 0.530 1.926
N 0.238 -1.223 0.944 -0.336 1.212 -0.717
C 0.067 1.368 0.370 0.736 0.177 -1.521
C -0.109 -0.044 -0.021 -3.706 -2.703 -2.747
C 1.025 0.691 -0.717 -1.419 -1.205 2.150
H -0.638 2.163 0.082 0.180 -0.863 -0.431
H 0.203 -2.144 0.500 0.192 0.338 -0.794
H 1.194 -0.968 1.166 0.279 -0.638 0.935
H -1.379 -0.687 -1.949 0.485 0.472 0.668
H -0.382 -1.376 1.754 0.344 0.885 -0.073
H 0.806 0.789 -1.731 -0.456 0.754 -1.498
H 0.494 1.688 1.289 0.584 -0.429 0.863
H -2.321 -0.376 -0.623 -0.856 0.823 0.481
H 2.051 0.312 -0.615 -0.324 0.645 0.756
```
Forces are in eV/Å.

HOMO: -0.524 Eh
Frontier orbital gap: 0.393 Eh
Net charge: +1
Structure (SMILES): NC1([NH3+])CC1
ΔE to the lowest compared entry with this formula, charge and spin: 299.2 kJ/mol

Electronic structure analysis, Löwdin charges in units of e: 0.09, 0.24, -0.02, -0.33, -0.01, 0.13, 0.17, 0.15, 0.07, 0.18, 0.08, 0.10, 0.03, 0.12

---

> Look up the HOMO of the second one.

-0.524 Eh

---

> Which value of ΔE to the lowest compared entry with this formula, charge and spin does entry 2 give?

299.2 kJ/mol

---

> Which value of frontier orbital gap does entry 1 give?

0.263 Eh

---

> What is the net charge in the first record?

-2